The following is a quantum chemistry calculation of a molecular structure, C8H16Cl8 in a non-equilibrium geometry, from OMol25.

Geometry as XYZ:
```
32
Properties=species:S:1:pos:R:3:forces:R:3:nbo_charge:R:1
Cl -0.019594 -1.086253 -4.463730 -0.229 -0.046 -0.207 -0.07
C -1.035634 -0.675003 -3.052570 -0.073 -0.017 0.487 -0.38
C -0.225724 -0.844983 -1.778260 -0.806 0.218 -2.805 -0.55
Cl 1.255336 0.188577 -1.695440 -9.918 -13.757 -10.041 0.00
H -1.910194 -1.325343 -3.035290 0.179 -0.422 -0.121 0.21
H -1.487724 0.302647 -3.219640 0.534 0.332 0.015 0.20
H 0.157576 -1.846863 -1.584820 -2.763 1.392 -2.699 0.17
H -0.811844 -0.519083 -0.918990 2.190 0.360 -2.904 0.16
Cl 2.981636 0.624577 2.536080 4.328 3.862 1.317 -0.03
C 3.019386 1.605157 1.087740 -1.783 -0.105 -1.126 -0.43
C 2.096996 0.821867 0.035880 3.661 2.677 4.700 -0.41
Cl 1.889716 1.928067 -1.362520 6.779 13.199 3.878 0.07
H 3.972406 1.735207 0.574970 0.205 -0.080 0.662 0.22
H 2.592316 2.555697 1.407390 0.152 0.055 -0.454 0.22
H 1.124446 0.421827 0.322620 1.599 2.064 0.659 0.20
H 2.635966 -0.091443 -0.216050 0.721 0.538 0.328 0.23
Cl 1.242056 -2.529663 -0.727980 4.892 -4.046 3.023 0.06
C -0.050084 -2.385383 0.424920 -0.116 -0.843 0.647 -0.43
C 0.022266 -1.061683 1.213880 1.941 -2.271 2.397 -0.40
Cl 1.497586 -1.182523 2.301540 -3.611 -3.869 -0.966 -0.09
H -0.006794 -3.311663 0.997840 0.109 0.523 0.641 0.26
H -0.980264 -2.458803 -0.138530 0.642 -0.507 -0.124 0.21
H -0.778634 -0.855193 1.923820 1.161 -1.206 0.179 0.22
H 0.123806 -0.169413 0.596110 -0.128 -1.035 0.723 0.18
Cl -1.907294 -0.698893 0.201740 -9.070 2.187 1.823 0.10
C -2.273164 0.563557 1.396830 -0.414 1.311 0.098 -0.41
C -2.152604 1.957557 0.749890 -0.109 -0.319 0.363 -0.37
Cl -1.882074 3.153717 2.072370 0.023 -0.259 -0.401 -0.05
H -1.485474 0.454737 2.142350 -0.219 0.420 0.066 0.21
H -3.224014 0.483507 1.923700 -0.061 -0.408 -0.344 0.24
H -3.061424 2.271137 0.236260 0.111 -0.186 0.026 0.23
H -1.318944 1.974357 0.047880 0.072 0.239 0.159 0.22
```
Forces are in eV/Å.

Output
**Charge**: 0
**Energy relative to the best compared isomer or geometry (same formula, charge and spin)**: 1737.32 kJ/mol
**E**: -3995.31495 Ha
**Orbital gap**: 7.149 eV
**HOMO energy**: -6.9 eV
**Multiplicity**: 1

The following is a quantum chemistry calculation of 2 unconnected molecules or ions with the total composition C21H27N5O9 in a non-equilibrium geometry, from OMol25.

Geometry as XYZ:
```
62
Properties=species:S:1:pos:R:3:forces:R:3:nbo_charge:R:1
O -3.985052 -2.150909 -5.317980 0.287 0.318 0.535 -0.56
C -3.870167 -1.081823 -4.753454 0.510 -3.162 -1.354 0.67
C -2.664712 -0.622678 -3.952269 -0.310 0.515 -0.188 -0.50
C -2.856630 0.901883 -3.943473 0.209 -0.276 0.767 -0.15
N -2.608425 1.491205 -2.618423 -0.324 0.467 0.276 -0.61
C -1.977289 2.710042 -2.436794 0.401 -0.446 -2.605 0.66
O -1.432888 3.243351 -3.391141 0.064 0.020 0.608 -0.58
C -1.999417 3.340600 -1.107354 -0.042 0.241 1.842 -0.12
C -3.245948 3.494721 -0.486562 0.253 0.082 0.104 -0.15
C -3.336448 4.048843 0.782659 0.460 0.093 -0.154 -0.21
C -2.181957 4.447349 1.449777 0.365 0.066 0.067 -0.17
C -0.894606 4.322146 0.874707 -2.700 -0.908 -1.891 0.11
N 0.226449 4.710286 1.670770 2.290 0.587 1.583 0.49
O 1.300112 4.973439 1.130253 -1.286 -0.470 0.115 -0.34
O 0.076716 4.754806 2.898449 -0.305 -0.099 -1.362 -0.37
C -0.813004 3.778420 -0.453155 -0.838 -0.494 1.179 -0.07
C 0.467840 3.597536 -1.176059 1.525 2.031 -1.274 0.77
O 1.021232 4.569319 -1.662893 -0.629 -1.640 0.571 -0.53
O 0.940440 2.338345 -1.319968 -0.521 0.538 0.342 -0.67
C -4.296853 1.060465 -4.451105 -1.801 3.000 0.918 0.66
O -4.970103 2.075240 -4.443604 1.089 -0.378 0.010 -0.55
N -4.827106 -0.124305 -4.850224 0.883 0.214 -0.058 -0.62
H -2.700694 -1.052465 -2.948083 -0.011 0.010 -0.108 0.25
H -1.730676 -0.913925 -4.440159 -0.314 -0.187 0.107 0.26
H -2.199277 1.347632 -4.700153 -0.106 0.273 0.479 0.27
H -3.100291 1.116403 -1.812325 0.079 -0.090 -0.428 0.40
H -4.157900 3.200605 -1.002949 0.231 -0.024 -0.011 0.23
H -4.306934 4.172066 1.256342 0.229 0.015 -0.059 0.23
H -2.303953 4.871486 2.443698 0.364 -0.106 -0.190 0.25
H 1.735761 2.463556 -1.859770 0.109 -0.150 -0.072 0.51
H -5.557712 -0.170155 -5.548511 -0.123 -0.109 0.295 0.44
C 1.120550 1.246457 2.399760 0.315 -0.417 -0.324 -0.60
C 1.144387 -0.085824 1.641176 0.065 -0.302 0.341 -0.40
C 2.311311 -1.040795 2.007917 0.268 0.248 -0.218 -0.22
C 3.663367 -0.339570 1.764737 -0.255 -0.431 0.311 -0.62
C 2.238218 -2.364399 1.190297 -0.564 0.486 0.038 -0.12
N 0.867166 -2.911023 1.108884 1.717 0.660 -0.963 -0.62
C 0.157204 -3.597482 2.006269 -1.147 -0.857 1.121 0.68
C 0.729493 -3.961697 3.360852 0.042 0.254 -0.276 -0.71
O -0.982024 -3.933484 1.725349 -0.337 -0.070 -0.152 -0.64
C 3.265377 -3.449582 1.572437 0.012 0.157 1.706 0.66
O 3.919971 -3.387023 2.606886 -0.072 0.145 -0.495 -0.63
N 3.329713 -4.512900 0.761236 -0.215 -0.525 -1.006 -0.61
C 4.188605 -5.673244 0.994426 -0.031 0.411 0.287 -0.41
H 1.183128 1.064659 3.472847 0.017 0.165 0.054 0.21
H 1.945965 1.883613 2.082997 -0.012 0.124 0.174 0.21
H 0.184757 1.761957 2.183935 -0.015 0.064 0.076 0.20
H 0.197406 -0.576228 1.864795 -0.046 -0.199 -0.174 0.20
H 1.172123 0.122972 0.571132 -0.043 -0.050 -0.204 0.19
H 2.238908 -1.272810 3.070489 0.022 -0.116 0.097 0.21
H 3.765915 0.518904 2.427891 -0.009 0.054 -0.115 0.22
H 3.737951 -0.005367 0.729910 0.012 0.103 -0.098 0.19
H 4.493931 -1.009921 1.983075 -0.016 -0.015 -0.046 0.23
H 2.500701 -2.084253 0.170337 -0.126 0.037 -0.264 0.21
H 0.351773 -2.715833 0.265423 -0.057 -0.010 0.042 0.41
H 1.160080 -3.085950 3.837492 0.276 -0.029 0.092 0.23
H 1.490612 -4.730123 3.243852 0.182 0.041 0.098 0.24
H -0.073757 -4.346303 3.987062 0.005 0.023 -0.220 0.25
H 2.719720 -4.528187 -0.040280 0.031 -0.024 0.071 0.40
H 3.995679 -6.082211 1.988532 0.061 0.019 -0.072 0.21
H 5.237195 -5.373717 0.942714 -0.045 -0.100 0.033 0.21
H 3.994068 -6.444118 0.247327 -0.074 0.227 0.039 0.21
```
Forces are in eV/Å.

Output
**SMILES**: O=C1C[C@H](NC(=O)c2cccc([N+](=O)[O-])c2C(=O)O)C(=O)N1.CC[C@H](C)[C@H](NC(C)=O)C(=O)NC
**Charge**: 0
**Energy relative to the best compared isomer or geometry (same formula, charge and spin)**: 19.91 kJ/mol
**E**: -1767.35934 Ha
**Orbital gap**: 8.366 eV
**HOMO energy**: -9.6 eV
**Multiplicity**: 1

The following is a quantum chemistry calculation of 2 unconnected molecules or ions with the total composition C10H20Br4N5O3S2 in a non-equilibrium geometry, from OMol25.

Geometry as XYZ:
```
44
Properties=species:S:1:pos:R:3:forces:R:3:nbo_charge:R:1
N -1.523068 1.521654 0.737901 -0.095 -2.691 -1.721 -0.80
C -2.222359 0.268430 0.469698 -2.908 0.263 -0.074 0.65
O -3.472536 0.255469 0.347629 3.772 0.232 0.088 -0.57
C -1.489036 -1.144693 0.318198 0.472 0.638 0.016 -0.51
C -1.264514 -1.455711 -1.259950 0.055 -0.228 1.822 -0.23
N -0.046092 -0.665029 -1.650693 -0.741 3.056 -2.951 -0.21
C -0.035806 0.549436 -2.420319 2.722 -0.704 0.517 0.57
N -1.134432 1.172081 -2.889105 -0.496 0.990 -0.114 -0.61
C -1.060356 2.416289 -3.724224 1.144 -0.206 0.214 -0.44
S -0.942383 1.789458 -5.495769 -4.192 0.776 -3.275 1.85
O -0.693821 2.884174 -6.479199 0.299 -2.490 2.908 -0.86
O -2.234631 1.029533 -5.715635 3.486 1.453 1.136 -0.92
N 1.296309 1.054871 -2.650235 -1.418 -4.548 2.945 -0.48
C 2.086804 0.071067 -1.961451 -3.779 0.449 -0.704 0.23
N 1.259822 -0.943481 -1.404678 3.798 2.295 -2.009 -0.31
S 1.704258 -2.415429 -0.496505 -0.317 0.200 0.380 0.17
H -1.887750 2.237424 0.098065 -0.113 -0.119 0.812 0.40
H -0.515839 1.411302 0.565190 -0.462 0.204 0.371 0.37
H -2.126394 -1.952127 0.793648 0.665 1.164 -0.616 0.27
H -0.475756 -1.095771 0.843379 -1.266 -0.308 -0.717 0.22
H -2.174133 -1.090440 -1.837573 1.428 -0.522 0.535 0.26
H -1.104278 -2.579437 -1.432673 -0.110 1.808 0.084 0.26
H -2.087599 0.807834 -2.746864 0.958 0.090 -0.107 0.45
H -0.123400 3.026521 -3.510828 -1.186 -0.957 -0.103 0.27
H -1.980396 3.077089 -3.593231 1.127 -1.198 -0.491 0.29
H 0.066437 0.810022 -5.501682 -0.402 0.992 0.353 0.05
H 3.218388 0.135364 -1.897163 -1.836 -0.422 0.066 0.27
H 3.086371 -2.590082 -0.626100 -1.230 1.037 -0.509 0.20
Br -2.386688 4.727324 2.297822 -0.027 -0.031 0.011 -0.03
C -2.647361 4.036373 4.101634 -0.066 0.182 -0.053 -0.44
C -1.332318 3.875448 4.822765 -0.012 -0.166 0.150 -0.44
Br -0.376544 2.289674 4.211836 0.062 0.080 0.003 -0.03
H -3.204055 3.104720 4.007293 0.152 0.087 0.034 0.24
H -3.271232 4.778110 4.601918 0.110 -0.057 -0.015 0.24
H -1.496275 3.714203 5.888986 -0.043 0.014 -0.117 0.24
H -0.660649 4.722223 4.687279 -0.142 -0.097 -0.047 0.24
Br 2.250032 -3.566286 1.780240 0.589 -0.974 0.963 0.09
C 3.737505 -4.816482 1.579122 -0.049 -0.492 0.029 -0.43
C 4.127385 -5.422927 2.903985 0.362 0.081 0.220 -0.47
Br 5.153600 -4.165110 3.980416 -0.164 -0.043 -0.057 0.01
H 4.549414 -4.268918 1.100775 -0.074 -0.013 0.190 0.23
H 3.371449 -5.585092 0.896657 -0.023 0.059 0.102 0.24
H 4.789339 -6.276911 2.755040 -0.109 0.076 -0.101 0.25
H 3.272586 -5.732166 3.504402 0.060 0.041 -0.167 0.24
```
Forces are in eV/Å.

Output
**Charge**: +1
**E**: -11984.56488 Ha
**Orbital gap**: 8.572 eV
**HOMO energy**: -12.1 eV
**Multiplicity**: 1

Look up the E of the second one.
-1767.35934 Ha

What did the first record say?
The following is a quantum chemistry calculation of a molecular structure, C8H16Cl8 in a non-equilibrium geometry, from OMol25.

Geometry as XYZ:
```
32
Properties=species:S:1:pos:R:3:forces:R:3:nbo_charge:R:1
Cl -0.019594 -1.086253 -4.463730 -0.229 -0.046 -0.207 -0.07
C -1.035634 -0.675003 -3.052570 -0.073 -0.017 0.487 -0.38
C -0.225724 -0.844983 -1.778260 -0.806 0.218 -2.805 -0.55
Cl 1.255336 0.188577 -1.695440 -9.918 -13.757 -10.041 0.00
H -1.910194 -1.325343 -3.035290 0.179 -0.422 -0.121 0.21
H -1.487724 0.302647 -3.219640 0.534 0.332 0.015 0.20
H 0.157576 -1.846863 -1.584820 -2.763 1.392 -2.699 0.17
H -0.811844 -0.519083 -0.918990 2.190 0.360 -2.904 0.16
Cl 2.981636 0.624577 2.536080 4.328 3.862 1.317 -0.03
C 3.019386 1.605157 1.087740 -1.783 -0.105 -1.126 -0.43
C 2.096996 0.821867 0.035880 3.661 2.677 4.700 -0.41
Cl 1.889716 1.928067 -1.362520 6.779 13.199 3.878 0.07
H 3.972406 1.735207 0.574970 0.205 -0.080 0.662 0.22
H 2.592316 2.555697 1.407390 0.152 0.055 -0.454 0.22
H 1.124446 0.421827 0.322620 1.599 2.064 0.659 0.20
H 2.635966 -0.091443 -0.216050 0.721 0.538 0.328 0.23
Cl 1.242056 -2.529663 -0.727980 4.892 -4.046 3.023 0.06
C -0.050084 -2.385383 0.424920 -0.116 -0.843 0.647 -0.43
C 0.022266 -1.061683 1.213880 1.941 -2.271 2.397 -0.40
Cl 1.497586 -1.182523 2.301540 -3.611 -3.869 -0.966 -0.09
H -0.006794 -3.311663 0.997840 0.109 0.523 0.641 0.26
H -0.980264 -2.458803 -0.138530 0.642 -0.507 -0.124 0.21
H -0.778634 -0.855193 1.923820 1.161 -1.206 0.179 0.22
H 0.123806 -0.169413 0.596110 -0.128 -1.035 0.723 0.18
Cl -1.907294 -0.698893 0.201740 -9.070 2.187 1.823 0.10
C -2.273164 0.563557 1.396830 -0.414 1.311 0.098 -0.41
C -2.152604 1.957557 0.749890 -0.109 -0.319 0.363 -0.37
Cl -1.882074 3.153717 2.072370 0.023 -0.259 -0.401 -0.05
H -1.485474 0.454737 2.142350 -0.219 0.420 0.066 0.21
H -3.224014 0.483507 1.923700 -0.061 -0.408 -0.344 0.24
H -3.061424 2.271137 0.236260 0.111 -0.186 0.026 0.23
H -1.318944 1.974357 0.047880 0.072 0.239 0.159 0.22
```
Forces are in eV/Å.

Output
**Charge**: 0
**Energy relative to the best compared isomer or geometry (same formula, charge and spin)**: 1737.32 kJ/mol
**E**: -3995.31495 Ha
**Orbital gap**: 7.149 eV
**HOMO energy**: -6.9 eV
**Multiplicity**: 1